Entry 1:
84
Properties=species:S:1:pos:R:3:lowdin_charge:R:1 method="wB97M-V/def2-TZVPD" e_above_lowest_kcal_mol=48.0 total_energy_ha=-2405.38121 gap_ev=10.59 homo_energy_ev=-10.137 smiles="COC(=O)OC.COC(=O)OC.COC(=O)OC.COC(=O)OC.COC(=O)OC.COC(=O)OC.COC(=O)OC" lumo_energy_ev=0.448
C -0.17 5.62 -5.19 -0.0724
O -0.71 5.59 -3.90 -0.0266
C -0.04 4.91 -2.90 -0.5816
O 1.04 4.37 -3.01 0.1140
O -0.86 4.94 -1.91 0.0257
C -0.50 4.33 -0.68 0.0019
H 0.92 5.73 -5.11 0.0875
H -0.69 6.49 -5.65 0.1058
H -0.45 4.79 -5.84 0.0923
H 0.40 4.79 -0.27 0.1018
H -0.27 3.29 -0.89 0.0813
H -1.34 4.47 -0.01 0.0999
C -4.51 -0.60 3.90 0.0017
O -5.46 -1.31 4.73 0.0046
C -6.49 -1.79 4.11 -0.5520
O -6.79 -1.68 2.91 0.0829
O -7.31 -2.38 5.09 -0.0433
C -8.50 -3.07 4.70 -0.0554
H -3.71 -0.30 4.58 0.1051
H -5.02 0.22 3.34 0.1122
H -4.29 -1.37 3.16 0.0645
H -9.33 -2.35 4.61 0.0988
H -8.67 -3.77 5.52 0.0944
H -8.35 -3.57 3.75 0.0866
C 6.85 0.92 -3.41 0.0119
O 5.96 1.90 -2.80 -0.0073
C 5.00 1.62 -1.97 -0.5943
O 4.84 0.52 -1.42 0.0723
O 4.32 2.75 -1.69 -0.0290
C 3.29 2.87 -0.64 0.0210
H 7.78 1.46 -3.46 0.0894
H 6.52 0.48 -4.36 0.0748
H 6.94 0.13 -2.66 0.0945
H 3.65 3.67 -0.05 0.0769
H 3.27 1.91 -0.13 0.0852
H 2.35 3.09 -1.14 0.0667
C 6.20 0.46 -7.19 -0.0664
O 5.56 1.67 -6.85 -0.0117
C 4.58 1.64 -5.92 -0.6181
O 4.35 0.67 -5.22 0.0909
O 4.05 2.82 -5.84 0.0171
C 2.81 3.03 -5.13 -0.0009
H 7.29 0.69 -7.19 0.1078
H 5.84 0.14 -8.18 0.0970
H 5.91 -0.36 -6.52 0.0896
H 2.98 2.84 -4.07 0.0861
H 2.02 2.39 -5.60 0.1164
H 2.64 4.02 -5.48 0.0776
C 1.00 -1.05 4.95 -0.0105
O -0.28 -0.90 5.60 0.0065
C -0.41 -1.50 6.74 -0.6275
O 0.41 -2.25 7.32 0.0749
O -1.60 -1.20 7.17 0.0047
C -2.04 -1.65 8.44 -0.0279
H 1.82 -0.89 5.63 0.0911
H 0.97 -0.27 4.21 0.0827
H 1.03 -2.05 4.47 0.1124
H -2.66 -0.88 8.89 0.0953
H -1.20 -1.84 9.11 0.0976
H -2.50 -2.60 8.24 0.0981
C -0.97 -1.01 1.28 -0.0017
O -0.91 -0.82 -0.13 0.0222
C -0.05 -0.06 -0.71 -0.6646
O 0.76 0.67 -0.15 0.0955
O -0.16 -0.18 -1.99 0.0153
C 0.70 0.47 -2.93 0.0049
H -1.93 -0.65 1.67 0.0919
H -0.12 -0.48 1.73 0.0894
H -0.83 -2.08 1.38 0.0900
H 1.75 0.35 -2.69 0.1013
H 0.42 1.51 -2.91 0.0762
H 0.38 0.03 -3.88 0.1038
C -4.11 -3.81 1.81 -0.0320
O -3.58 -4.71 0.83 0.0164
C -2.30 -5.01 0.97 -0.6537
O -1.60 -4.68 1.87 0.1234
O -1.94 -5.73 -0.08 0.0106
C -0.54 -6.10 -0.17 -0.0194
H -3.90 -4.13 2.83 0.1059
H -5.18 -3.81 1.68 0.0915
H -3.72 -2.83 1.60 0.0721
H -0.55 -6.97 -0.85 0.0992
H 0.03 -6.22 0.75 0.0962
H -0.09 -5.31 -0.76 0.0909



Entry 2:
81
Properties=species:S:1:pos:R:3:lowdin_charge:R:1 method="wB97M-V/def2-TZVPD" total_energy_ha=-3026.88108 gap_ev=2.66 homo_energy_ev=-4.231 lumo_energy_ev=-1.571
C -2.75 2.36 -3.29 0.0462
C -1.50 1.87 -3.21 -0.1598
C -0.41 2.45 -2.33 -0.0949
N -0.04 1.90 -0.95 -0.0464
C 0.57 3.18 -0.39 -0.1966
N 1.28 3.15 0.86 0.0651
C -1.32 1.51 -0.19 -0.1174
C -1.43 2.03 1.25 -0.1823
N -2.67 1.67 1.93 -0.0814
C -2.36 0.84 3.12 -0.0706
C -1.78 0.08 -0.52 -0.1309
B -2.90 -0.68 0.36 -0.4675
O -2.63 -1.76 1.11 0.1693
C -4.41 -0.14 0.24 -0.1549
C -5.20 -0.22 1.56 -0.1104
O -0.66 -0.80 -0.53 -0.0970
C 0.18 -0.50 -1.61 -0.2793
C 0.88 -1.68 -2.27 -0.6235
I 2.30 -1.50 -3.89 0.8981
C 0.56 -2.95 -1.99 -0.7366
C -0.52 -3.42 -1.07 -0.1433
I 1.53 -4.64 -2.91 0.8202
C 0.97 0.77 -1.05 -0.2609
C 2.26 1.03 -1.83 -0.2071
C 3.28 2.14 -1.51 -0.1815
C 4.72 1.61 -1.31 -0.1761
S 5.35 2.20 0.28 0.5883
O 4.32 2.26 1.27 -0.2893
O 6.05 3.41 0.06 -0.2553
O 6.36 1.04 0.73 -0.1519
C 1.49 0.33 0.38 -0.1049
P 2.28 -1.27 0.71 0.4919
O 1.33 -2.19 1.25 -0.2082
O 3.27 -0.92 1.99 -0.1316
O 3.28 -1.86 -0.40 -0.1472
H -3.09 2.74 -4.25 0.0746
H -3.46 2.35 -2.46 0.0739
H -1.30 1.03 -3.87 0.1126
H 0.48 2.56 -2.96 0.1337
H -0.73 3.48 -2.25 0.1249
H 1.20 3.65 -1.14 0.1294
H -0.21 3.93 -0.26 0.1342
H 0.74 3.53 1.62 0.0891
H 2.13 3.71 0.86 0.0903
H -2.07 2.14 -0.67 0.1395
H -1.47 3.12 1.24 0.1207
H -0.59 1.82 1.91 0.1039
H -3.17 2.48 2.28 0.1166
H -3.25 0.38 3.52 0.0826
H -1.76 1.38 3.87 0.0873
H -1.74 0.02 2.76 0.0905
H -2.30 0.12 -1.49 0.1463
H -3.02 -2.53 0.64 0.1350
H -4.33 0.92 -0.04 0.0765
H -4.95 -0.64 -0.58 0.1030
H -6.26 -0.37 1.34 0.0683
H -4.85 -1.01 2.22 0.0764
H -5.15 0.73 2.08 0.0533
H -0.50 -0.19 -2.42 0.1284
H -1.41 -2.82 -1.09 0.0724
H -0.21 -3.58 -0.03 0.0770
H -0.87 -4.40 -1.41 0.0557
H 2.82 0.11 -1.73 0.0239
H 2.03 1.09 -2.89 0.0487
H 3.36 2.80 -2.38 0.1214
H 3.10 2.79 -0.67 0.0638
H 5.42 1.99 -2.05 0.1107
H 4.79 0.52 -1.27 0.0990
H 6.20 0.96 1.69 0.1017
H 0.76 0.45 1.17 0.1000
H 2.28 1.05 0.63 0.0641
H 4.10 -1.40 1.90 0.0657
H 4.09 -2.25 -0.03 0.0968
C -0.72 -6.16 2.64 -0.1570
C -1.41 -4.80 2.43 -0.5986
O -2.48 -4.96 1.62 -0.3696
H -0.37 -6.58 1.69 0.0446
H 0.16 -6.06 3.30 0.0430
H -1.40 -6.88 3.10 0.0481
H -0.60 -4.11 2.08 0.0552
H -1.61 -4.41 3.47 0.0704



Copy entry 2 word for word.
81
Properties=species:S:1:pos:R:3:lowdin_charge:R:1 method="wB97M-V/def2-TZVPD" total_energy_ha=-3026.88108 gap_ev=2.66 homo_energy_ev=-4.231 lumo_energy_ev=-1.571
C -2.75 2.36 -3.29 0.0462
C -1.50 1.87 -3.21 -0.1598
C -0.41 2.45 -2.33 -0.0949
N -0.04 1.90 -0.95 -0.0464
C 0.57 3.18 -0.39 -0.1966
N 1.28 3.15 0.86 0.0651
C -1.32 1.51 -0.19 -0.1174
C -1.43 2.03 1.25 -0.1823
N -2.67 1.67 1.93 -0.0814
C -2.36 0.84 3.12 -0.0706
C -1.78 0.08 -0.52 -0.1309
B -2.90 -0.68 0.36 -0.4675
O -2.63 -1.76 1.11 0.1693
C -4.41 -0.14 0.24 -0.1549
C -5.20 -0.22 1.56 -0.1104
O -0.66 -0.80 -0.53 -0.0970
C 0.18 -0.50 -1.61 -0.2793
C 0.88 -1.68 -2.27 -0.6235
I 2.30 -1.50 -3.89 0.8981
C 0.56 -2.95 -1.99 -0.7366
C -0.52 -3.42 -1.07 -0.1433
I 1.53 -4.64 -2.91 0.8202
C 0.97 0.77 -1.05 -0.2609
C 2.26 1.03 -1.83 -0.2071
C 3.28 2.14 -1.51 -0.1815
C 4.72 1.61 -1.31 -0.1761
S 5.35 2.20 0.28 0.5883
O 4.32 2.26 1.27 -0.2893
O 6.05 3.41 0.06 -0.2553
O 6.36 1.04 0.73 -0.1519
C 1.49 0.33 0.38 -0.1049
P 2.28 -1.27 0.71 0.4919
O 1.33 -2.19 1.25 -0.2082
O 3.27 -0.92 1.99 -0.1316
O 3.28 -1.86 -0.40 -0.1472
H -3.09 2.74 -4.25 0.0746
H -3.46 2.35 -2.46 0.0739
H -1.30 1.03 -3.87 0.1126
H 0.48 2.56 -2.96 0.1337
H -0.73 3.48 -2.25 0.1249
H 1.20 3.65 -1.14 0.1294
H -0.21 3.93 -0.26 0.1342
H 0.74 3.53 1.62 0.0891
H 2.13 3.71 0.86 0.0903
H -2.07 2.14 -0.67 0.1395
H -1.47 3.12 1.24 0.1207
H -0.59 1.82 1.91 0.1039
H -3.17 2.48 2.28 0.1166
H -3.25 0.38 3.52 0.0826
H -1.76 1.38 3.87 0.0873
H -1.74 0.02 2.76 0.0905
H -2.30 0.12 -1.49 0.1463
H -3.02 -2.53 0.64 0.1350
H -4.33 0.92 -0.04 0.0765
H -4.95 -0.64 -0.58 0.1030
H -6.26 -0.37 1.34 0.0683
H -4.85 -1.01 2.22 0.0764
H -5.15 0.73 2.08 0.0533
H -0.50 -0.19 -2.42 0.1284
H -1.41 -2.82 -1.09 0.0724
H -0.21 -3.58 -0.03 0.0770
H -0.87 -4.40 -1.41 0.0557
H 2.82 0.11 -1.73 0.0239
H 2.03 1.09 -2.89 0.0487
H 3.36 2.80 -2.38 0.1214
H 3.10 2.79 -0.67 0.0638
H 5.42 1.99 -2.05 0.1107
H 4.79 0.52 -1.27 0.0990
H 6.20 0.96 1.69 0.1017
H 0.76 0.45 1.17 0.1000
H 2.28 1.05 0.63 0.0641
H 4.10 -1.40 1.90 0.0657
H 4.09 -2.25 -0.03 0.0968
C -0.72 -6.16 2.64 -0.1570
C -1.41 -4.80 2.43 -0.5986
O -2.48 -4.96 1.62 -0.3696
H -0.37 -6.58 1.69 0.0446
H 0.16 -6.06 3.30 0.0430
H -1.40 -6.88 3.10 0.0481
H -0.60 -4.11 2.08 0.0552
H -1.61 -4.41 3.47 0.0704